[1]
{"formula": "C27H23CoN7O6S", "method": "ωB97M-V/def2-TZVPD", "max_force_ev_per_a": 3.6, "homo_lumo_gap_ha": [0.2474, 0.2478], "energy_ha": -3658.38528, "multiplicity": 2, "homo_ev": [-7.77, -7.90], "molar_mass_g_mol": 632.52, "elements": ["Co", "S", "O", "O", "O", "O", "O", "O", "N", "N", "N", "N", "N", "N", "N", "C", "C", "C", "C", "C", "C", "C", "C", "C", "C", "C", "C", "C", "C", "C", "C", "C", "C", "C", "C", "C", "C", "C", "C", "C", "C", "C", "H", "H", "H", "H", "H", "H", "H", "H", "H", "H", "H", "H", "H", "H", "H", "H", "H", "H", "H", "H", "H", "H", "H"], "xyz": [[0.8655, -0.7065, -0.2873], [2.9716, 0.0457, -0.0800], [-5.5430, 5.0865, -1.1721], [0.8688, 2.5832, 1.0050], [-0.2686, 1.0066, -0.0894], [4.6279, -2.6280, -2.2246], [2.6449, -2.6866, -5.9949], [-4.5590, 6.7138, -0.1547], [-0.7413, -1.7959, -0.1430], [-4.6041, 5.5645, -0.5574], [1.8684, -0.3723, 2.2963], [0.9265, -0.6501, -2.2099], [0.9153, -0.8956, 1.5415], [3.9277, 0.6821, 2.3326], [4.2446, -2.2873, -4.4756], [-2.2529, -2.6764, 1.5296], [-1.3144, 3.0714, 0.1803], [-3.4797, 4.7162, -0.2965], [0.3985, 0.4877, -4.2447], [-2.3741, 5.2163, 0.3859], [-3.0349, -3.2245, 0.5525], [-1.2171, -1.1182, 6.2303], [2.9954, -2.1299, -4.9775], [1.8146, -1.3876, -2.8846], [-1.7713, -0.7128, 3.9317], [-2.4317, 2.5784, -0.4898], [4.7986, -1.7186, -3.2876], [-2.1030, -0.6517, 5.2714], [-0.1113, 2.1660, 0.4131], [-3.5124, 3.3963, -0.7358], [0.0181, -1.6128, 5.8429], [0.3694, -1.6526, 4.5066], [-1.2922, 4.3916, 0.6208], [1.3369, -0.2568, -4.9408], [-0.5341, -1.2284, 3.5314], [-1.5151, -2.3439, -1.0762], [2.8727, 0.1473, 1.6728], [-0.2294, -1.3332, 2.1038], [0.2238, 0.2602, -2.8918], [-2.6734, -3.0307, -0.7931], [2.0644, -1.2161, -4.2390], [-1.1159, -1.9167, 1.1761], [4.7841, -3.0194, -4.9188], [1.5104, -0.1171, -5.9971], [-2.4379, 1.5465, -0.8073], [-3.9142, -3.7987, 0.8034], [-4.3830, 3.0344, -1.2598], [0.7096, -1.9756, 6.5892], [1.3360, -2.0298, 4.2091], [4.2983, -0.7662, -3.0676], [4.5120, 1.2903, 1.7820], [-0.1988, 1.2345, -4.7435], [-2.3915, 6.2434, 0.7159], [5.8680, -1.5277, -3.4555], [4.9863, -2.2522, -1.4132], [-2.4553, -2.8239, 2.5790], [-0.4207, 4.7558, 1.1434], [-1.4918, -1.0989, 7.2742], [-3.2690, -3.4347, -1.5937], [-2.4545, -0.3332, 3.1844], [2.3405, -2.1513, -2.3254], [-0.4961, 0.8258, -2.3180], [3.7426, 0.9796, 3.2773], [-1.1952, -2.2238, -2.1029], [-3.0575, -0.2412, 5.5684]]}

=====

[2]
{"formula": "C26H35O5PbS", "method": "ωB97M-V/def2-TZVPD", "relative_energy_kcal_mol": 0.00, "max_force_ev_per_a": 3.1, "homo_lumo_gap_ha": [0.1743, 0.1776], "energy_ha": -1978.48102, "multiplicity": 1, "total_charge": 1, "homo_ev": [-10.12, -10.21], "molar_mass_g_mol": 666.83, "elements": ["Pb", "S", "O", "O", "O", "O", "O", "C", "C", "C", "C", "C", "C", "C", "C", "C", "C", "C", "C", "C", "C", "C", "C", "C", "C", "C", "C", "C", "C", "C", "C", "C", "C", "H", "H", "H", "H", "H", "H", "H", "H", "H", "H", "H", "H", "H", "H", "H", "H", "H", "H", "H", "H", "H", "H", "H", "H", "H", "H", "H", "H", "H", "H", "H", "H", "H", "H", "H"], "xyz": [[-3.1134, 1.5395, -1.7883], [-3.4184, 2.4408, 0.8252], [0.8189, -1.6438, -2.1420], [-4.7279, 2.7271, 1.3501], [-3.0263, 3.2602, -0.3969], [-1.7783, -1.0404, -5.5133], [-3.1451, 1.0137, 0.3869], [-1.3022, 2.1651, 4.2264], [1.0110, 1.5491, 1.1268], [2.4435, 0.9974, -0.5802], [3.1477, -2.4142, -1.8047], [-3.0546, -0.9376, -6.1633], [2.2671, 0.9584, 0.8331], [-1.0008, 4.4171, 3.4023], [-0.1546, 3.8601, 5.6926], [-0.4821, -2.6173, 0.1021], [2.0232, -2.1599, -2.7962], [-1.7139, -1.3289, 1.5372], [-2.2136, 2.8041, 2.0761], [-0.8369, 3.4688, 4.4159], [-0.0169, -2.5436, -2.9540], [-1.7850, -2.0742, 0.3347], [-1.9803, 1.8330, 3.0513], [-1.6004, 4.0722, 2.1882], [1.2047, -3.3653, -3.3548], [0.3726, 1.8866, -0.0996], [-0.3487, -1.2623, 1.9461], [-3.0311, -1.6507, -7.5419], [0.4201, -2.0427, 1.0420], [2.4895, -1.1650, -3.8462], [-1.5833, -2.1412, -7.7198], [-0.9090, -1.8577, -6.3691], [1.2361, 1.4874, -1.1620], [0.9853, 1.5697, -2.2246], [-2.3424, 0.8264, 2.8964], [4.1224, -2.4009, -2.3149], [-3.3155, -0.9701, -8.3549], [2.9630, 0.5398, 1.5559], [-0.2197, -3.3804, -0.6166], [-0.8617, 4.4147, 6.3298], [-1.5534, -3.2061, -7.9652], [0.1730, 2.9739, 6.2547], [2.6149, -0.1582, -3.3862], [-3.7154, -2.5078, -7.5116], [3.4436, -1.4960, -4.2784], [0.6876, 4.5390, 5.4903], [-1.5947, 4.7802, 1.3709], [0.5941, 1.7429, 2.1150], [1.4960, -2.1808, 1.0719], [-0.4970, -1.9879, -3.7628], [-3.3206, 0.1309, -6.2511], [-3.8199, -1.3873, -5.5111], [-1.0765, -1.5614, -8.4955], [-0.6597, 5.4445, 3.5809], [1.2814, -3.5881, -4.4157], [1.3527, -4.2425, -2.7146], [1.7628, -1.0951, -4.6680], [0.0308, -0.7137, 2.8002], [3.0450, -3.3847, -1.3057], [3.1637, -1.6291, -1.0427], [-0.5805, 2.3813, -0.2241], [-2.6807, -2.2175, -0.2762], [3.3786, 0.7652, -1.0887], [-1.2006, 1.4197, 5.0168], [0.0622, -1.3401, -6.4871], [-0.7528, -3.0651, -2.3472], [-2.5631, -0.9540, 2.0881], [-0.6681, -2.7992, -5.8373]]}

=====

[3]
{"formula": "C2H7NO2S", "method": "ωB97M-V/def2-TZVPD", "relative_energy_kcal_mol": 175.21, "max_force_ev_per_a": 3.8, "homo_lumo_gap_ha": [0.2827, 0.2827], "energy_ha": -683.56662, "multiplicity": 1, "homo_ev": [-8.16, -8.16], "molar_mass_g_mol": 109.15, "elements": ["S", "O", "O", "N", "C", "C", "H", "H", "H", "H", "H", "H", "H"], "xyz": [[-1.8026, 1.4433, -0.0484], [1.2523, 0.3593, -0.6336], [-1.3207, -0.9992, 0.2653], [-1.5758, 0.0091, -0.6386], [1.3349, 1.4815, -0.1885], [-0.7568, -2.1648, -0.2533], [-1.3656, -2.9584, -0.0598], [-0.7569, -2.1023, -1.3724], [-2.0993, 1.2594, 1.1956], [1.7820, 1.8835, 0.7756], [0.2407, -2.2487, 0.1357], [1.3254, 2.2105, -1.0746], [-0.0894, 1.9061, 0.6049]]}

=====

[4]
{"formula": "C3H15NO4", "method": "ωB97M-V/def2-TZVPD", "relative_energy_kcal_mol": 182.96, "max_force_ev_per_a": 4.7, "homo_lumo_gap_ha": 0.1761, "energy_ha": -478.73723, "multiplicity": 1, "homo_ev": -9.54, "molar_mass_g_mol": 129.16, "elements": ["O", "O", "O", "O", "N", "C", "C", "C", "H", "H", "H", "H", "H", "H", "H", "H", "H", "H", "H", "H", "H", "H", "H"], "xyz": [[-2.6626, 0.8875, 1.3175], [2.8445, -0.5526, 0.3125], [-2.2192, 0.5095, -1.1521], [1.8483, 0.2908, -1.9217], [0.5566, 0.0790, 1.1334], [0.0307, 1.2710, 0.5261], [-0.1696, -1.5987, -0.5800], [-0.2183, -1.0901, 0.8640], [2.4209, -0.0903, -1.1883], [1.6247, 0.0637, 0.8983], [-0.5125, 0.9109, -0.3953], [0.8099, 1.9668, 0.2123], [-0.7394, 1.7086, 1.1781], [-2.2782, 0.8932, 0.3765], [-2.3553, 1.2599, -1.7526], [-0.6794, -0.8149, -1.1289], [2.3884, 0.3232, -2.7226], [-1.2130, -0.8447, 1.2574], [0.2746, -1.8715, 1.4666], [0.8498, -1.7267, -0.9448], [3.6675, -0.1595, 0.6375], [-3.3963, 0.2862, 1.1632], [-0.6153, -2.6059, -0.6886]]}